The following is a DFT calculation (ωB97M-V/def2-TZVPD) of 2 unconnected molecules or ions with the total composition C10H16 at a distorted geometry.

Geometry as XYZ:
```
26
Properties=species:S:1:pos:R:3:forces:R:3:mulliken_charge:R:1
H 3.38667 -3.10170 -1.58026 -0.095 1.309 0.087 0.344
C 0.31338 0.16161 -1.07332 -0.493 1.955 1.446 -0.503
H 1.74872 -3.26998 0.18006 -0.319 1.247 -0.841 0.244
H -0.99998 1.84381 3.34181 0.003 -0.439 -0.082 0.369
H -3.64161 3.54540 0.83836 0.822 1.285 0.325 0.399
H 2.75460 -2.29861 -2.91601 0.268 1.017 -0.068 0.316
C 3.13110 -2.04323 -1.91874 0.368 -2.276 1.573 -1.349
H -3.15928 2.38831 -0.35328 -0.664 -0.394 -0.300 0.315
H -1.27643 -0.08633 0.20305 0.090 -1.047 0.063 0.556
H -4.04966 2.01380 1.23600 -0.469 -0.534 -0.825 0.330
C 1.37220 -2.27214 -0.19122 -1.293 -0.295 1.388 -0.488
C 2.06104 -1.44504 -1.02792 0.022 0.374 -3.084 0.907
H 2.08417 0.22874 -2.30519 0.752 1.221 -1.190 0.459
H -2.65185 2.42250 3.27449 -1.722 -0.073 1.489 0.355
C -0.36796 -0.57967 -0.12474 -0.284 -1.336 -0.028 -0.459
C 1.53504 -0.19847 -1.53658 0.053 -3.169 1.973 -0.599
H -0.51137 -2.68446 0.78192 0.893 2.224 -0.642 0.219
C 0.09545 -1.84362 0.23838 -0.651 -1.830 0.984 -0.425
C -3.26394 2.55613 0.70842 -0.001 -1.138 0.881 -1.311
H -0.15737 1.14450 -1.12698 0.448 0.011 -1.117 0.266
C -1.99139 2.01369 1.36259 1.106 -0.139 -0.707 0.491
H -1.11648 2.29101 0.76925 0.055 0.171 -0.095 0.207
H 4.02439 -1.45479 -1.80066 0.532 0.174 -0.900 0.356
H -2.00137 0.90538 1.23444 -0.456 0.991 0.621 0.058
H -1.33574 3.49350 2.83728 -0.649 -1.288 -0.140 0.270
C -1.73449 2.42056 2.79406 1.685 1.978 -0.810 -1.326
```
Forces are in eV/Å.

Calculated values
- E_HOMO (eV) = -8.88
- Kohn-Sham gap (hartree) = 0.36346
- E_LUMO (eV) = 1.0
- spin multiplicity = 1

The following is a DFT calculation (ωB97M-V/def2-TZVPD) of a molecular structure, C37H37N5O3PPd.

Geometry as XYZ:
```
84
Properties=species:S:1:pos:R:3:forces:R:3:mulliken_charge:R:1
H 2.98736 5.97524 -1.56810 -0.014 -0.018 0.022 0.421
N -0.73072 1.36183 2.44176 -0.218 -0.148 0.221 0.461
O -1.48627 -1.16323 0.65864 -0.122 -0.001 -0.130 -0.370
N -3.58705 -1.05551 -0.19747 -0.072 -0.109 0.056 0.396
H -2.74160 4.02387 2.72381 0.034 -0.057 -0.014 0.491
H -0.53923 -1.04986 4.81434 0.006 -0.097 -0.108 0.461
H -0.85369 0.03100 -2.11606 -0.036 0.012 0.002 0.600
C -2.36294 3.58602 -2.04473 0.022 -0.012 0.025 -0.840
H 1.62596 2.86237 2.01721 -0.044 -0.077 0.107 0.444
H 2.66358 5.02949 2.59631 -0.005 -0.019 -0.028 0.439
C -2.28879 3.08195 3.00263 -0.053 0.051 0.052 -0.884
C 2.66781 0.58990 -4.08880 0.001 -0.002 0.009 -0.772
C -2.04621 1.24347 4.50426 0.060 -0.042 0.014 -1.000
C 2.68832 -4.39862 2.47121 -0.062 0.095 -0.007 0.597
C 3.83596 -0.02551 -3.66140 -0.029 0.003 0.004 -0.551
C 1.68313 3.21271 -0.09640 -0.020 -0.005 0.039 0.157
H -4.46371 -3.59268 -0.45820 -0.034 -0.027 -0.014 0.288
H -3.40354 2.85058 4.83941 0.035 -0.008 -0.012 0.454
H 2.46363 0.69567 -5.14707 0.008 -0.012 0.034 0.445
H 3.26877 -2.66846 -0.40152 -0.010 -0.012 0.027 0.394
C 4.10194 -0.14115 -2.30248 0.003 0.002 -0.005 -0.710
C -2.65185 2.42520 4.18740 -0.058 0.109 -0.060 -0.539
Pd 0.58449 0.27174 1.33823 0.345 0.444 -0.127 0.393
H -0.66953 4.12550 -0.84712 0.006 0.015 0.001 0.417
C -2.99058 2.58064 -2.76367 -0.006 0.007 -0.006 -0.821
H 3.40347 0.25096 -0.31619 -0.001 -0.021 -0.018 0.487
H -0.60307 -4.10131 -1.01982 0.008 -0.005 0.009 0.472
C 1.75600 1.07887 -3.16210 0.034 0.006 -0.053 -0.050
C -1.33371 2.51280 2.17484 0.034 -0.029 -0.045 -0.111
H -3.11596 0.23487 1.35539 0.034 0.004 0.014 0.003
H 3.34126 6.58717 0.80292 -0.015 -0.031 -0.012 0.411
H -2.72361 -4.22929 -2.03700 0.029 -0.030 -0.009 0.370
C 3.46439 -5.52245 2.18846 0.078 -0.101 -0.043 -0.708
O 2.04619 -4.39793 3.64767 0.033 -0.024 -0.033 -0.644
H -1.04449 2.99854 1.25262 -0.032 0.006 0.022 0.322
C 2.62403 -3.34982 1.52617 -0.006 -0.039 0.050 0.168
N -2.00919 -2.54295 -1.06812 -0.016 -0.084 -0.051 0.421
H 5.01915 -0.60844 -1.96472 -0.036 0.016 -0.010 0.469
C -0.64069 -3.02089 -1.17309 -0.105 0.048 -0.010 -0.907
H 4.62333 -4.67574 -0.88830 -0.003 -0.012 0.037 0.443
H 4.54062 -0.41260 -4.38721 -0.017 0.029 0.029 0.416
H -2.91829 0.52292 -3.37288 -0.015 -0.019 0.029 0.559
H -2.78707 4.58172 -2.01903 0.019 -0.014 -0.005 0.472
C 2.08389 4.09064 -1.10547 -0.012 0.010 -0.012 -0.398
H -4.81859 -0.26402 1.30407 -0.002 0.009 -0.012 0.430
H -0.03017 -2.53108 -0.42362 0.022 0.026 0.026 0.001
H -2.92918 -2.74123 -2.95463 0.004 -0.003 -0.014 0.286
H 0.85252 1.56355 -3.51021 0.021 -0.023 0.010 0.417
H 4.74648 -6.49906 0.80103 -0.024 0.034 0.003 0.391
C -1.06979 0.69273 3.63080 -0.028 0.237 -0.141 0.713
H -4.63674 -0.98368 -2.02385 -0.020 0.071 -0.059 0.196
C -1.27557 1.03112 -2.09851 -0.017 -0.033 0.019 -0.710
C 2.49353 4.76996 1.55894 -0.007 -0.013 -0.009 -0.814
C -4.62120 -1.55793 -1.09185 0.107 0.071 0.041 -0.569
H -0.23062 -2.79791 -2.16311 -0.014 -0.022 -0.007 0.311
C -2.98615 -3.17449 -1.94869 0.107 0.098 0.018 -0.622
H -5.58592 -1.41202 -0.60695 -0.028 0.011 0.040 0.438
C -4.38101 -3.02148 -1.38543 0.027 -0.004 0.046 -0.775
H -2.29287 0.70625 5.41133 0.020 0.021 -0.047 0.473
C -0.62075 2.04686 -1.39939 -0.032 -0.038 0.043 0.964
H 3.50640 -6.31052 2.92943 -0.010 0.036 -0.029 0.461
C 2.01132 0.95047 -1.79934 0.010 -0.120 0.063 0.970
C 2.67479 5.30023 -0.78137 -0.006 -0.015 -0.018 -0.779
H -5.12121 -3.40153 -2.08901 0.017 0.012 -0.005 0.380
N 0.50033 -0.87391 2.90532 -0.292 0.274 0.239 0.098
H 1.52254 -3.57934 3.72539 -0.018 0.029 0.020 0.567
C 1.85029 -2.13897 1.73637 0.030 -0.154 0.012 0.640
P 0.91120 1.62224 -0.52083 0.034 0.243 -0.004 0.983
N 1.10854 -2.02649 2.88215 0.097 -0.001 -0.110 -0.707
C 4.15055 -5.61619 0.99937 0.023 -0.015 -0.022 -0.322
C -0.41471 -0.48467 3.90038 0.331 -0.311 -0.212 -1.022
C 2.87552 5.64224 0.55195 0.006 -0.002 0.005 -0.519
C -2.32038 -1.56766 -0.16284 -0.033 -0.065 0.091 0.098
C 3.33459 -3.47658 0.31581 -0.017 0.005 0.048 -0.532
C -1.17423 3.32405 -1.37235 -0.008 -0.005 -0.062 -0.606
C -2.44041 1.30399 -2.79535 -0.032 -0.024 0.041 -0.750
C 4.08730 -4.59097 0.04755 0.010 -0.029 -0.009 -0.892
H 1.93872 3.82260 -2.14636 0.009 0.014 0.023 0.443
H -4.20404 0.92536 0.13392 0.001 -0.016 0.019 0.304
C -3.95382 0.02218 0.70043 0.021 -0.012 -0.111 -0.852
H -3.90293 2.79277 -3.30789 0.034 -0.015 0.022 0.416
C 1.90149 3.55433 1.23543 0.034 0.092 -0.110 -0.260
O 1.86921 -1.21303 0.84993 -0.143 -0.204 0.166 0.003
C 3.19346 0.34256 -1.37436 0.021 0.038 -0.005 -0.815
```
Forces are in eV/Å.

Calculated values
- E_HOMO (spin up / spin down) (eV) = -9.29 / -10.73
- Kohn-Sham gap (spin up / spin down) (hartree) = 0.25228 / 0.20223
- charge = +1
- E_LUMO (spin up / spin down) (eV) = -2.4 / -5.2
- spin multiplicity = 3

Computed E (a.u.) in order:
-390.5631, -2400.6946